Record 1
{
  "formula": "C8H9NO",
  "method": "ωB97M-V/def2-TZVPD",
  "elements": ["O", "N", "C", "C", "C", "C", "C", "C", "C", "C", "H", "H", "H", "H", "H", "H", "H", "H", "H"],
  "positions_angstrom": [[-2.98, -0.77, 0.13], [0.37, 0.04, 0.36], [-0.95, 0.57, 0.64], [0.45, -1.28, -0.05], [-0.88, -1.99, 0.10], [2.53, -0.50, 0.21], [-1.45, 1.71, -0.23], [1.64, 0.53, 0.48], [-1.79, -0.83, 0.19], [1.72, -1.65, -0.13], [3.62, -0.42, 0.01], [-2.50, 1.58, -0.25], [-1.03, -2.84, 0.87], [-1.02, 2.67, 0.20], [1.62, 1.42, 1.03], [-1.24, 0.73, 1.60], [1.84, -2.69, -0.39], [-0.85, 1.66, -1.15], [-1.20, -2.56, -0.80]],
  "e_above_lowest_kj_mol": 203.4,
  "fmax_ev_per_a": 5.3,
  "smiles": "C[C@H]1C(=O)Cc2cccn21",
  "multiplicity": 1
}

=====

Record 2
{
  "formula": "C27H23N3O8",
  "method": "ωB97M-V/def2-TZVPD",
  "elements": ["O", "O", "O", "O", "O", "O", "O", "O", "N", "N", "N", "C", "C", "C", "C", "C", "C", "C", "C", "C", "C", "C", "C", "C", "C", "C", "C", "C", "C", "C", "C", "C", "C", "C", "C", "C", "C", "C", "H", "H", "H", "H", "H", "H", "H", "H", "H", "H", "H", "H", "H", "H", "H", "H", "H", "H", "H", "H", "H", "H", "H"],
  "positions_angstrom": [[-1.47, 9.18, 5.58], [-2.01, -3.70, -3.50], [2.39, 4.77, 0.21], [-0.14, -0.17, -0.15], [1.61, -3.41, 0.90], [-0.37, -3.36, 1.68], [-2.44, 7.66, 4.40], [4.43, 5.12, -0.39], [-1.46, 8.31, 4.73], [0.94, -2.84, 1.66], [3.49, 4.39, -0.16], [0.95, 8.70, 4.46], [-1.29, -2.36, 1.16], [2.81, 0.72, -0.24], [-3.70, -5.95, -2.15], [-1.42, -3.07, -2.64], [-0.41, -2.05, -3.10], [2.62, 2.08, -0.09], [-1.40, -7.46, -2.48], [-1.15, -2.32, -0.34], [2.16, 8.40, 3.85], [3.68, 2.94, -0.33], [4.92, 2.47, -0.71], [-3.69, -7.06, -2.97], [-2.43, -4.40, -0.59], [-1.65, -3.25, -1.17], [2.22, 7.42, 2.86], [-2.56, -7.80, -3.13], [0.07, -1.12, -2.28], [-0.14, 7.03, 3.09], [-1.39, -6.37, -1.65], [-4.98, -5.15, -2.06], [5.11, 1.10, -0.85], [-0.39, -1.13, -0.86], [4.06, 0.23, -0.61], [1.07, 6.74, 2.48], [-0.19, 8.01, 4.07], [-2.53, -5.62, -1.49], [-0.98, -1.41, 1.60], [1.65, 2.46, 0.20], [-0.07, -2.05, -4.13], [-4.60, -7.35, -3.48], [-2.57, -8.65, -3.79], [1.12, 5.98, 1.72], [-5.13, -4.64, -1.11], [3.16, 7.18, 2.39], [1.99, 0.04, -0.05], [0.77, -0.38, -2.63], [-2.29, -2.62, 1.50], [0.90, 9.46, 5.22], [-0.48, -8.01, -2.60], [-3.45, -4.05, -0.38], [4.21, -0.84, -0.71], [5.74, 3.15, -0.89], [-5.81, -5.84, -2.21], [6.08, 0.72, -1.14], [-5.03, -4.44, -2.89], [-1.04, 6.50, 2.80], [-2.03, -4.72, 0.37], [3.05, 8.93, 4.14], [-0.49, -6.08, -1.12]],
  "fmax_ev_per_a": 1.7,
  "e_tot_ha": -1808.53824,
  "smiles": "Cc1ccccc1CC1=C(CON=O)C(=O)C=CC1=O.O=[N+]([O-])c1ccccc1.O=[N+]([O-])c1ccccc1",
  "multiplicity": 1
}

=====

Record 3
{
  "formula": "C19H45As3AuN2O3",
  "method": "ωB97M-V/def2-TZVPD",
  "elements": ["Au", "As", "As", "As", "O", "O", "O", "N", "N", "C", "C", "C", "C", "C", "C", "C", "C", "C", "C", "C", "C", "C", "C", "C", "C", "C", "C", "C", "H", "H", "H", "H", "H", "H", "H", "H", "H", "H", "H", "H", "H", "H", "H", "H", "H", "H", "H", "H", "H", "H", "H", "H", "H", "H", "H", "H", "H", "H", "H", "H", "H", "H", "H", "H", "H", "H", "H", "H", "H", "H", "H", "H", "H"],
  "positions_angstrom": [[-0.88, -1.06, -0.33], [0.90, -2.69, 0.12], [4.93, 1.53, 2.24], [-0.03, 1.11, 0.51], [-2.94, -0.38, 4.72], [-3.77, 0.60, 0.59], [-1.48, -1.18, 3.12], [-1.02, -0.44, -3.18], [-1.86, -0.46, -5.98], [-4.40, 0.70, 1.70], [-1.48, -1.66, -3.85], [-1.36, 0.81, -5.33], [-0.30, 1.93, 2.26], [-1.60, 0.74, -3.82], [-1.23, -1.68, -5.35], [2.57, -0.38, 1.19], [-4.41, 1.95, 2.46], [1.93, -0.65, 2.54], [1.41, -3.92, -1.30], [4.08, -0.05, 1.35], [0.69, -3.89, 1.62], [2.55, -1.66, 0.33], [1.91, 0.82, 0.47], [4.43, 2.99, 1.01], [3.70, 2.00, 3.70], [-5.18, -0.47, 2.10], [-2.19, -0.78, 3.94], [-0.07, 2.72, -0.59], [4.54, -0.02, 0.36], [1.68, -3.36, -2.19], [-0.17, -1.62, -5.59], [-1.65, -2.56, -5.83], [-0.38, 1.18, 3.04], [0.62, 3.46, -0.18], [0.28, -3.36, 2.47], [0.88, -0.96, 2.44], [-1.67, -0.44, -6.98], [3.26, -2.38, 0.74], [-0.30, 0.87, -5.57], [3.44, 3.40, 1.19], [-1.19, 1.65, -3.38], [5.15, 3.79, 1.15], [-5.30, -0.53, 3.17], [-1.87, 1.65, -5.79], [1.66, -4.31, 1.88], [-2.67, 0.74, -3.63], [4.13, 2.87, 4.19], [0.00, -0.39, -3.23], [3.65, 1.20, 4.43], [1.95, 0.23, 3.18], [-1.18, 2.56, 2.26], [0.02, -4.69, 1.32], [-6.18, -0.32, 1.67], [-3.54, 2.58, 2.26], [0.57, 2.56, 2.47], [2.27, -4.51, -0.98], [-2.88, -0.51, -5.88], [0.26, 2.47, -1.60], [-5.30, 2.50, 2.14], [0.58, -4.58, -1.52], [2.46, -1.45, 3.06], [2.30, 1.74, 0.91], [-4.52, 1.76, 3.53], [-1.06, 3.16, -0.63], [2.88, -1.45, -0.69], [4.54, -0.91, 1.86], [2.19, 0.83, -0.59], [-0.98, -2.53, -3.42], [-2.55, -1.78, -3.65], [-4.78, -1.39, 1.66], [4.51, 2.66, -0.02], [2.70, 2.26, 3.36], [-3.26, 1.39, 0.33]],
  "charge": 3,
  "e_above_lowest_kj_mol": 0.0,
  "fmax_ev_per_a": 0.6,
  "multiplicity": 1
}

=====

Question: Which formula does entry 2 have?
Answer: C27H23N3O8